# CH3IOS

One molecule with the formula CH3IOS in a non-equilibrium geometry (ωB97M-V/def2-TZVPD, OMol25).

The calculation puts the energy at -22065.4193 eV. Its largest force on an atom is 0.07960 Eh/bohr. The total charge is 0. The multiplicity is 3. The energy relative to the best compared isomer or geometry (same formula, charge and spin) is 14.4 kJ/mol. Its expectation value of S² is 2.007.

Last column: Mulliken charge in e.
Positions of all 7 atoms, in Å:
C1 -0.03 0.25 0.07  -0.791
O1 -1.53 2.29 -0.65  -0.387
S1 -1.57 1.33 0.42  0.307
I1 -3.43 -0.30 0.00  -0.076
H1 0.28 0.62 -0.85  0.305
H2 -0.21 -0.77 -0.11  0.365
H3 0.50 0.33 0.95  0.278


# C17H3Cl44F6NO5

A 12-piece molecular cluster, C17H3Cl44F6NO5 overall in a non-equilibrium geometry (ωB97M-V/def2-TZVPD, OMol25).

The calculation puts the energy at -596692.7098 eV. Its largest force on an atom is 0.02302 Eh/bohr. The total charge is 0. The multiplicity is 1. The energy relative to the best compared isomer or geometry (same formula, charge and spin) is 0.0 kJ/mol. As for the SMILES: O=C(O)NC(=O)C(F)(F)C(F)(F)C(F)(F)C(=O)O.ClC(Cl)(Cl)Cl.ClC(Cl)(Cl)Cl.ClC(Cl)(Cl)Cl.ClC(Cl)(Cl)Cl.ClC(Cl)(Cl)Cl.ClC(Cl)(Cl)Cl.ClC(Cl)(Cl)Cl.ClC(Cl)(Cl)Cl.ClC(Cl)(Cl)Cl.ClC(Cl)(Cl)Cl.ClC(Cl)(Cl)Cl.

Last column: Mulliken charge in e.
Positions of all 76 atoms, in Å:
O1 -0.89 -2.40 0.20  -0.416
C1 -1.35 -2.28 -0.89  0.445
O2 -2.10 -3.26 -1.43  -0.481
N1 -1.13 -1.13 -1.68  0.173
C2 -1.35 0.14 -1.06  -0.233
O3 -0.58 1.02 -1.24  -0.400
C3 -2.63 0.38 -0.19  0.933
F1 -2.75 -0.52 0.81  -0.199
F2 -2.45 1.59 0.40  -0.304
C4 -3.97 0.54 -0.96  0.663
F3 -3.78 1.46 -1.93  -0.306
F4 -4.87 1.04 -0.10  -0.288
C5 -4.63 -0.70 -1.62  0.880
F5 -3.86 -1.18 -2.62  -0.201
F6 -5.77 -0.24 -2.20  -0.293
C6 -5.08 -1.83 -0.68  -0.022
O4 -5.41 -1.63 0.45  -0.311
O5 -5.13 -3.05 -1.29  -0.417
H1 -2.16 -3.16 -2.39  0.363
H2 -1.50 -1.18 -2.62  0.156
H3 -6.06 -3.22 -1.47  0.373
Cl1 1.57 -4.52 1.55  -0.095
C7 2.52 -3.56 0.41  0.314
Cl2 4.24 -3.93 0.60  -0.083
Cl3 2.01 -3.95 -1.24  -0.135
Cl4 2.25 -1.85 0.71  -0.053
Cl5 -2.04 6.17 -0.62  -0.104
C8 -0.80 5.36 0.34  0.293
Cl6 -0.43 3.80 -0.38  0.026
Cl7 0.66 6.37 0.39  -0.104
Cl8 -1.39 5.12 1.99  -0.114
Cl9 -0.16 2.23 -4.65  -0.023
C9 -1.03 1.25 -5.83  0.335
Cl10 0.07 0.48 -6.98  -0.120
Cl11 -1.92 -0.03 -4.97  -0.116
Cl12 -2.18 2.25 -6.71  -0.096
Cl13 2.70 2.08 -6.74  0.001
C10 4.24 2.90 -6.54  0.224
Cl14 4.66 2.97 -4.83  -0.100
Cl15 5.50 2.03 -7.42  -0.102
Cl16 4.11 4.55 -7.18  -0.016
Cl17 -8.95 -0.15 1.26  -0.112
C11 -8.67 -1.60 2.23  0.372
Cl18 -7.22 -1.37 3.21  -0.094
Cl19 -10.06 -1.90 3.27  -0.098
Cl20 -8.44 -2.99 1.15  -0.113
Cl21 5.46 -3.50 6.31  -0.001
C12 5.59 -4.38 4.78  0.229
Cl22 5.66 -6.11 5.11  -0.075
Cl23 4.19 -4.03 3.77  -0.002
Cl24 7.06 -3.88 3.93  -0.126
Cl25 -10.00 -3.85 8.12  -0.100
C13 -8.96 -4.59 6.90  0.292
Cl26 -8.60 -3.40 5.64  0.014
Cl27 -7.45 -5.12 7.65  -0.103
Cl28 -9.78 -5.97 6.18  -0.105
Cl29 8.89 -6.57 5.40  -0.027
C14 9.36 -8.04 6.26  0.329
Cl30 8.03 -8.55 7.31  -0.105
Cl31 9.72 -9.32 5.10  -0.099
Cl32 10.80 -7.72 7.25  -0.100
Cl33 0.99 8.85 -5.32  -0.096
C15 1.67 7.42 -4.54  0.252
Cl34 1.13 5.97 -5.39  -0.040
Cl35 3.44 7.52 -4.56  -0.089
Cl36 1.13 7.36 -2.86  -0.018
Cl37 5.13 0.66 10.24  -0.105
C16 5.26 -0.26 8.74  0.372
Cl38 5.33 -1.98 9.10  -0.103
Cl39 3.85 0.07 7.72  -0.087
Cl40 6.73 0.22 7.88  -0.090
Cl41 3.99 10.48 -6.87  -0.084
C17 4.31 9.42 -8.24  0.265
Cl42 4.12 7.73 -7.76  0.002
Cl43 3.19 9.79 -9.55  -0.099
Cl44 5.97 9.68 -8.80  -0.100


# C25H28HfN7O6

C25H28HfN7O6 as an isolated structure in a non-equilibrium geometry (ωB97M-V/def2-TZVPD, OMol25).

The calculation puts the energy at -50401.4140 eV. Its largest force on an atom is 0.05606 Eh/bohr. The total charge is +1. The multiplicity is 1. The energy relative to the best compared isomer or geometry (same formula, charge and spin) is 78.2 kJ/mol.

Last column: Mulliken charge in e.
Positions of all 67 atoms, in Å:
Hf1 -0.20 -0.20 -0.19  1.063
O1 -4.92 -0.64 0.48  -0.494
C1 -3.65 -0.29 0.51  -0.164
O2 -2.78 -0.93 1.07  -0.309
C2 -3.32 0.99 -0.17  0.640
C3 -4.24 1.94 -0.58  -0.771
C4 -3.76 3.16 -1.04  -0.599
C5 -2.40 3.40 -1.04  -0.841
C6 -1.55 2.40 -0.61  0.897
N1 -2.01 1.21 -0.22  0.180
C7 -0.05 2.57 -0.39  0.112
O3 0.54 3.51 -0.84  -0.614
O4 0.41 1.61 0.38  -0.533
H1 -5.07 -1.45 0.98  0.444
H2 -5.30 1.73 -0.51  0.592
H3 -4.45 3.93 -1.36  0.481
H4 -1.98 4.35 -1.34  0.609
C8 -3.15 -2.92 -1.54  -1.706
C9 -2.13 -1.81 -1.68  1.370
O5 -1.17 -1.79 -0.80  -0.596
C10 -2.22 -0.95 -2.75  -1.735
C11 -1.16 -0.06 -3.13  1.771
C12 -1.02 0.46 -4.52  -1.445
N2 -0.26 0.19 -2.22  0.660
N3 0.93 0.84 -2.52  -1.053
C13 1.87 0.47 -1.69  0.959
O6 1.66 -0.46 -0.77  -0.939
C14 3.18 1.12 -1.81  0.509
C15 3.35 2.23 -2.65  -0.373
C16 4.59 2.85 -2.73  -0.822
C17 5.66 2.38 -1.98  -0.355
C18 5.49 1.28 -1.14  -0.814
C19 4.26 0.66 -1.05  -0.211
H5 -3.12 -3.32 -0.53  0.280
H6 -2.90 -3.72 -2.24  0.462
H7 -4.15 -2.56 -1.79  0.429
H8 -3.03 -1.10 -3.45  0.445
H9 -1.88 0.22 -5.13  0.465
H10 -0.12 0.04 -4.97  0.315
H11 -0.86 1.54 -4.49  0.335
H12 2.50 2.59 -3.21  0.451
H13 4.71 3.70 -3.38  0.403
H14 6.62 2.86 -2.05  0.403
H15 6.32 0.92 -0.56  0.411
H16 4.12 -0.19 -0.40  0.416
C20 0.07 -2.39 1.92  -0.686
N4 0.40 -2.93 3.22  0.096
C21 -0.35 -2.18 4.24  -0.701
N5 -0.01 -0.76 4.22  0.119
C22 -0.33 -0.21 2.92  -0.674
N6 0.40 -0.93 1.81  0.685
C23 1.88 -0.79 2.12  -0.700
N7 2.20 -1.33 3.42  0.145
C24 1.83 -2.75 3.46  -0.705
C25 1.44 -0.62 4.45  -0.680
H17 -1.00 -2.52 1.74  0.217
H18 0.63 -2.93 1.15  0.309
H19 -0.11 -2.59 5.22  0.312
H20 -1.42 -2.30 4.06  0.315
H21 -0.05 0.84 2.89  0.306
H22 -1.40 -0.31 2.75  0.193
H23 2.14 0.27 2.08  0.069
H24 2.44 -1.32 1.35  0.304
H25 2.08 -3.15 4.44  0.329
H26 2.40 -3.29 2.70  0.331
H27 1.70 0.44 4.44  0.348
H28 1.68 -1.04 5.42  0.342


# C5H10O

One molecule with the formula C5H10O (ωB97M-V/def2-TZVPD, OMol25).

The calculation puts the energy at -7390.6356 eV. Its largest force on an atom is 0.01719 Eh/bohr. The total charge is 0. The multiplicity is 1. The energy relative to the best compared isomer or geometry (same formula, charge and spin) is 398.5 kJ/mol.

Last column: Mulliken charge in e.
Positions of all 16 atoms, in Å:
C1 -0.54 -1.29 -1.65  -1.184
C2 -1.36 -0.36 -0.73  -0.067
C3 -0.45 -0.26 0.39  -0.625
C4 0.42 0.93 0.35  -0.395
C5 1.33 0.91 1.55  -0.524
O1 0.69 0.13 2.52  -0.537
H1 0.40 -0.81 -1.95  0.347
H2 -0.33 -2.24 -1.16  0.329
H3 -1.13 -1.48 -2.54  0.333
H4 -1.54 0.59 -1.25  0.275
H5 -2.28 -0.87 -0.48  0.273
H6 0.32 -0.61 1.95  0.473
H7 -0.31 1.74 0.53  0.277
H8 0.96 1.20 -0.57  0.452
H9 1.53 1.96 1.82  0.319
H10 2.28 0.46 1.25  0.254